Record 1
Density functional theory data (ωB97M-V/def2-TZVPD) for a 2-piece molecular cluster, C5H13NO overall in a non-equilibrium geometry.

Calculated values
* charge: 0
* orbital gap: 9.21 eV
* largest force on an atom: 2.02 eV Å⁻¹
* LUMO level: 0.84 eV
* SMILES string: CN1CCCC1.O
* HOMO level: -8.36 eV

Last column: Mulliken charge in e.
Positions of all 20 atoms, in Å:
C: -0.48 -0.63 1.34  -0.86
N: 0.36 0.49 0.92  -0.18
C: 1.80 0.18 1.00  -0.66
C: 2.30 -0.20 -0.39  -0.56
C: 1.02 -0.22 -1.29  -0.61
C: 0.16 0.80 -0.51  -0.31
H: -0.44 -0.88 2.41  0.30
H: -1.49 -0.43 1.00  0.26
H: 0.00 -1.57 1.01  0.37
H: 1.89 -0.55 1.81  0.36
H: 2.30 1.12 1.28  0.27
H: 2.94 0.58 -0.81  0.28
H: 2.95 -1.07 -0.38  0.33
H: 1.24 0.23 -2.26  0.36
H: 0.58 -1.21 -1.34  0.31
H: -0.88 0.74 -0.81  -0.02
H: 0.54 1.81 -0.68  0.35
O: -4.10 -0.27 -0.87  -0.64
H: -4.77 0.05 -0.30  0.31
H: -3.46 0.41 -1.04  0.32


Record 2
Density functional theory data (ωB97M-V/def2-TZVPD) for a 2-piece molecular cluster, C4H9NOS overall in a non-equilibrium geometry.

Calculated values
* charge: 0
* orbital gap: 8.84 eV
* largest force on an atom: 4.83 eV Å⁻¹
* LUMO level: 0.63 eV
* HOMO level: -8.21 eV

Last column: Mulliken charge in e.
Positions of all 16 atoms, in Å:
C: -1.84 0.25 0.76  0.50
C: 0.79 1.52 0.67  -0.97
C: 1.74 -1.49 -1.09  -0.72
C: 0.20 0.10 0.51  -0.47
N: -2.42 -0.41 -0.21  -0.31
O: -2.19 0.95 1.64  -0.51
S: 0.31 -0.39 -1.15  -0.16
H: 1.85 1.55 0.91  0.31
H: 0.59 2.06 -0.32  0.31
H: 0.10 2.20 1.40  0.25
H: 2.05 -1.60 -2.12  0.35
H: 1.26 -2.38 -0.62  0.22
H: 2.47 -0.86 -0.36  0.20
H: 0.30 -0.56 1.31  0.55
H: -1.80 -0.64 -1.04  0.19
H: -3.42 -0.29 -0.30  0.26


Record 3
Density functional theory data (ωB97M-V/def2-TZVPD) for the molecule C8H10N2 in a non-equilibrium geometry.

Calculated values
* charge: 0
* orbital gap: 6.98 eV
* largest force on an atom: 3.48 eV Å⁻¹
* LUMO level: -0.78 eV
* HOMO level: -7.76 eV

Last column: Mulliken charge in e.
Positions of all 20 atoms, in Å:
C: 2.39 -1.04 0.00  -0.91
C: 1.64 0.11 0.10  0.42
C: 0.44 -1.60 -0.95  -0.72
C: -2.34 -0.63 -0.28  -0.12
C: 0.37 -0.15 -0.53  0.93
C: -1.77 0.39 -1.23  -0.28
C: 1.97 1.50 0.60  -1.25
C: -2.80 -0.03 0.95  -0.95
N: -0.58 0.70 -0.56  -0.49
N: 1.61 -2.06 -0.60  0.09
H: 3.37 -1.25 0.38  0.48
H: -1.66 -0.22 -2.23  0.24
H: -2.33 1.43 -1.26  0.34
H: 2.13 1.51 1.65  0.31
H: 1.17 2.06 0.24  0.38
H: 2.95 1.82 0.22  0.30
H: -3.48 0.85 0.95  0.35
H: -2.00 0.45 1.52  0.30
H: -3.12 -0.78 1.68  0.31
H: 2.04 -3.06 -0.65  0.27


Record 4
Density functional theory data (ωB97M-V/def2-TZVPD) for the molecule C3H5NO2 in a non-equilibrium geometry.

Calculated values
* charge: 0
* orbital gap: 10.86 eV
* largest force on an atom: 12.29 eV Å⁻¹
* LUMO level: 0.47 eV
* SMILES string: O=C(O)[C@@H]1CN1
* HOMO level: -10.39 eV

Last column: Mulliken charge in e.
Positions of all 11 atoms, in Å:
O: 1.28 1.94 1.00  -0.58
C: 0.93 0.87 0.39  0.35
O: 2.04 0.27 -0.29  -0.51
C: -0.32 0.47 0.22  0.12
C: -0.68 -1.05 0.25  -0.35
N: -0.68 -0.31 -1.14  -0.53
H: 1.95 -0.45 -1.00  0.35
H: -1.06 1.19 0.72  0.34
H: -1.74 -1.24 0.65  0.24
H: 0.08 -1.75 0.54  0.27
H: -1.79 0.05 -1.34  0.29


Record 5
Density functional theory data (ωB97M-V/def2-TZVPD) for a 2-piece molecular cluster, C8H15N overall in a non-equilibrium geometry.

Calculated values
* charge: 0
* orbital gap: 7.59 eV
* largest force on an atom: 3.88 eV Å⁻¹
* LUMO level: 0.67 eV
* SMILES string: C=C(C)/C=C\N.C=CC
* HOMO level: -6.91 eV

Last column: Mulliken charge in e.
Positions of all 24 atoms, in Å:
C: -0.27 3.28 0.31  -1.14
C: -0.23 1.94 0.41  1.25
C: 0.35 1.32 1.65  -1.06
C: -0.78 1.14 -0.66  -0.67
C: -1.01 -0.20 -0.77  -0.36
N: -1.73 -0.99 0.14  -0.37
H: -0.69 3.77 -0.56  0.27
H: 0.13 3.93 1.07  0.28
H: 1.22 0.71 1.40  0.15
H: -0.38 0.69 2.17  0.23
H: 0.68 2.09 2.34  0.39
H: -0.96 1.70 -1.57  0.19
H: -1.20 -0.52 -1.82  0.41
H: -2.34 -1.68 -0.29  0.25
H: -2.12 -0.47 0.91  0.20
C: 0.89 -1.82 -1.90  -0.86
C: 1.02 -1.27 -0.66  0.10
C: 1.04 -2.13 0.57  -1.06
H: 1.23 -1.31 -2.79  0.33
H: 0.37 -2.76 -2.04  0.32
H: 1.65 -0.39 -0.58  0.27
H: 0.42 -3.01 0.44  0.34
H: 0.65 -1.60 1.44  0.25
H: 2.07 -2.43 0.80  0.32


Record 6
Density functional theory data (ωB97M-V/def2-TZVPD) for a 3-piece molecular cluster, C4H13O4 overall in a non-equilibrium geometry.

Calculated values
* charge: -1
* orbital gap: 7.56 eV
* largest force on an atom: 2.07 eV Å⁻¹
* LUMO level: 3.65 eV
* HOMO level: -3.91 eV

Last column: Mulliken charge in e.
Positions of all 21 atoms, in Å:
C: 0.20 1.84 1.24  -0.43
O: 0.56 3.14 0.74  -0.59
C: -1.22 1.41 0.90  -0.64
C: -1.30 -0.11 0.80  -0.76
C: -0.97 -0.68 -0.61  -0.40
O: 0.40 -0.84 -0.75  -1.00
H: 0.92 1.15 0.80  0.26
H: 0.35 1.86 2.32  0.31
H: 0.38 3.18 -0.20  0.32
H: -1.62 2.03 0.09  0.45
H: -1.95 1.78 1.64  0.26
H: -0.54 -0.61 1.41  0.26
H: -2.30 -0.44 1.11  0.41
H: -1.27 0.00 -1.43  0.27
H: -1.47 -1.67 -0.57  0.24
H: 1.56 -1.75 -0.09  0.46
H: 2.90 -2.00 0.52  0.27
O: 2.10 -2.50 0.35  -0.70
H: 1.05 -2.68 -2.96  0.28
H: 0.92 -1.37 -2.23  0.44
O: 1.29 -1.76 -3.09  -0.71